Record 1
# C5H15N2O

A 2-piece molecular cluster, C5H15N2O overall (ωB97M-V with the def2-TZVPD basis set, the OMol25 dataset).

Its energy is -10449.117 eV. The calculation puts the orbital gap at 7.8 eV. Its net charge is +1.

CARTESIAN COORDINATES (ANGSTROEM)
C: -1.02 -0.85 -2.44
C: -0.96 0.11 -0.07
H: 4.72 -0.23 4.40
C: -1.80 -0.36 -1.22
H: 5.11 0.69 3.25
N: -0.59 -0.23 2.32
H: 0.52 1.47 0.69
H: -1.56 -1.45 -3.16
C: 0.07 1.19 -0.25
H: -2.42 -1.19 -0.90
H: 0.89 0.95 -0.93
H: -1.05 1.12 -3.12
C: -1.21 -0.46 1.12
N: -0.43 0.31 -3.25
H: -1.10 -0.39 3.17
H: -0.32 0.04 -4.22
H: -2.02 -1.17 1.20
H: 0.46 0.57 -2.85
H: -0.18 -1.46 -2.12
H: -2.45 0.44 -1.59
O: 4.54 -0.05 3.46
H: 0.22 0.37 2.32
H: -0.38 2.13 -0.63

***

Record 2
# C5H15N2O

A 2-piece molecular cluster, C5H15N2O overall (ωB97M-V with the def2-TZVPD basis set, the OMol25 dataset).

Its energy is -10447.893 eV. The calculation puts the orbital gap at 10.5 eV. Its net charge is +1.

CARTESIAN COORDINATES (ANGSTROEM)
H: -0.41 -1.11 -0.90
H: -2.25 -1.77 2.37
C: 2.34 -0.08 -0.99
H: -0.89 0.06 1.67
H: 1.87 -0.59 -1.90
H: 2.83 -0.80 -0.32
H: 0.25 -2.42 1.50
N: 1.20 0.67 -0.34
H: 0.43 2.60 0.12
H: -1.78 0.54 -1.82
C: 1.08 2.10 -0.55
N: -1.51 0.68 -0.89
H: 0.69 2.33 -1.53
H: -1.80 1.62 -0.52
C: -0.82 -0.83 1.07
H: 2.03 2.70 -0.51
H: 1.28 0.53 0.62
H: -2.13 -2.56 0.78
H: -2.97 -1.01 1.00
H: 3.13 0.66 -1.42
C: -0.72 -0.29 -0.34
C: -2.12 -1.57 1.29
O: 0.28 -1.46 1.62

***

Record 3
# C5H15N2O

A 2-piece molecular cluster, C5H15N2O overall (ωB97M-V with the def2-TZVPD basis set, the OMol25 dataset).

Its energy is -10445.911 eV. The calculation puts the orbital gap at 10.1 eV. Its net charge is +1.

CARTESIAN COORDINATES (ANGSTROEM)
H: -2.51 0.11 -1.37
C: -1.47 0.15 -1.49
H: -1.70 2.40 0.22
H: 2.97 -1.75 0.37
C: -0.97 0.48 -0.10
H: -2.92 1.23 0.43
C: -1.94 1.46 0.62
O: -0.13 -1.85 0.31
H: 1.23 -1.34 -0.14
C: 2.13 0.27 -0.23
H: -1.12 0.90 -2.22
H: -1.79 1.41 1.78
H: 2.37 -1.55 -1.23
H: -0.64 -2.03 -0.50
H: 3.68 0.68 1.12
N: 2.25 -1.15 -0.29
N: 2.86 1.00 0.55
C: -0.99 -0.76 0.78
H: -0.88 -0.45 1.82
H: -1.98 -1.05 0.83
H: -1.20 -0.93 -1.62
H: 0.01 0.77 -0.28
H: 2.75 2.01 0.65

***

Record 4
# C5H15N2O

A 2-piece molecular cluster, C5H15N2O overall (ωB97M-V with the def2-TZVPD basis set, the OMol25 dataset).

Its energy is -10447.454 eV. The calculation puts the orbital gap at 10.7 eV. Its net charge is +1.

CARTESIAN COORDINATES (ANGSTROEM)
H: -1.10 -0.25 0.59
H: 0.95 -1.08 -1.62
H: -0.77 3.05 1.75
H: 0.34 3.25 1.07
H: -2.68 -1.97 -0.76
C: -0.78 -0.67 -0.43
O: -0.52 2.88 0.81
H: -1.31 -2.21 -1.71
H: 1.18 1.75 2.42
N: -0.73 0.74 -1.27
C: -1.85 -1.40 -1.23
H: 0.37 -2.45 -0.71
H: 0.23 0.86 -1.61
H: -1.32 0.59 -2.10
H: 2.38 0.33 2.54
H: 1.57 -1.75 1.52
C: 1.56 0.81 2.02
H: -2.41 -0.86 -1.94
N: 1.14 0.27 0.96
C: 0.51 -1.39 -0.53
H: -0.94 1.56 -0.72
C: 1.56 -1.12 0.61
H: 2.63 -0.97 0.34

***

Record 5
# C5H15N2O

An isolated ion of composition C5H15N2O and charge +1 (ωB97M-V with the def2-TZVPD basis set, the OMol25 dataset).

Its energy is -10448.441 eV. The SMILES is CCNC[C@@H]([NH3+])CO. The calculation puts the orbital gap at 10.2 eV. Its net charge is +1.

CARTESIAN COORDINATES (ANGSTROEM)
C: 0.02 0.85 0.05
H: 1.20 -0.46 3.70
H: -0.82 0.67 0.66
H: 0.11 -1.02 2.52
O: -1.88 -0.67 -2.77
H: -2.11 1.26 -2.01
H: 2.71 -0.09 1.99
H: -2.44 -0.28 -3.48
H: -2.54 -0.06 -0.99
H: 2.02 0.83 0.00
N: 1.31 0.28 0.49
C: 0.59 -0.18 2.85
H: 0.40 0.54 -2.15
H: -0.12 0.52 3.20
H: 0.73 -1.48 -0.53
C: 1.62 0.40 1.89
H: -0.84 -1.85 -0.97
N: 0.07 -1.33 -1.27
C: -1.81 0.26 -1.71
H: 1.69 1.48 2.30
H: 0.28 -1.73 -2.17
C: -0.31 0.19 -1.36
H: 0.13 1.88 -0.25

***

Record 6
# C5H15N2O2

A 2-piece molecular cluster, C5H15N2O2 overall (ωB97M-V with the def2-TZVPD basis set, the OMol25 dataset).

Its energy is -12502.665 eV. The calculation puts the orbital gap at 7.2 eV. Its net charge is -1.

CARTESIAN COORDINATES (ANGSTROEM)
H: 0.24 0.02 -2.19
C: -0.08 -2.23 0.33
H: -2.05 -1.61 0.39
H: 1.03 2.25 2.14
H: 1.44 0.84 0.00
H: 0.09 2.97 -1.19
H: -1.64 -2.62 1.56
C: -0.60 0.67 -0.28
H: -0.55 1.63 2.03
C: 0.51 1.29 1.87
N: -1.56 -2.50 0.55
H: 1.35 2.69 -1.96
H: 1.22 -1.99 -1.26
H: 0.42 -3.15 0.63
C: -0.35 -0.42 -1.38
H: 0.27 -1.54 1.13
H: -1.36 -0.49 -1.84
H: -1.20 1.40 -0.86
H: -0.34 -2.54 -1.76
O: 0.44 2.95 -2.09
O: 0.98 0.15 2.26
N: 0.59 1.34 0.23
C: 0.15 -1.79 -1.11
H: -1.17 0.30 0.59

***

Record 7
# C5H15N2S

C5H15N2S as an isolated structure (ωB97M-V with the def2-TZVPD basis set, the OMol25 dataset).

Its energy is -19230.607 eV. The calculation puts the orbital gap at 4.4 eV. Its net charge is +1.

CARTESIAN COORDINATES (ANGSTROEM)
H: -0.80 1.85 1.20
H: 1.23 -1.80 0.73
C: -2.83 -0.01 -0.54
H: -3.02 1.59 1.11
N: -1.04 0.95 0.78
H: -2.58 -0.23 1.65
S: -2.39 -1.76 -0.53
N: 0.69 0.27 -0.96
C: 1.44 -0.74 1.09
H: 0.93 0.87 -1.77
H: 3.75 -0.64 -0.02
C: -2.42 0.63 0.83
H: 2.88 -0.92 -1.59
H: -2.16 0.56 -1.27
C: 3.11 -0.29 -0.75
H: -0.22 0.81 -0.28
H: -3.90 0.11 -0.72
C: 1.83 0.19 -0.05
H: 3.67 0.55 -1.15
H: 2.04 1.14 0.43
H: -2.84 -1.90 -1.80
H: 0.44 -0.51 1.68
H: 2.18 -0.75 1.94

***

Record 8
# C5H15N2S

A 2-piece molecular cluster, C5H15N2S overall (ωB97M-V with the def2-TZVPD basis set, the OMol25 dataset).

Its energy is -19234.790 eV. The calculation puts the orbital gap at 10.0 eV. Its net charge is +1.

CARTESIAN COORDINATES (ANGSTROEM)
H: -0.54 1.13 -0.82
H: -0.89 2.63 1.24
C: 2.34 -1.00 0.32
H: 2.66 -1.23 1.39
H: 0.66 -1.10 -0.88
N: -1.55 -1.27 -1.70
H: 1.21 1.16 -0.73
H: 0.32 3.46 -0.02
C: 0.11 2.56 0.67
H: 0.43 -1.97 0.74
H: -3.44 -1.80 -2.40
N: 0.23 0.06 0.77
H: -3.38 -0.95 -0.82
C: 0.87 -1.11 0.19
H: -1.22 0.58 2.40
C: -2.80 -1.32 -1.68
H: 2.79 -1.76 -0.32
C: 0.22 1.30 -0.14
H: 2.72 -0.01 -0.08
S: -1.34 -0.39 1.44
H: 0.86 0.33 1.46
H: 0.81 2.68 1.39
H: -1.07 -1.98 -2.42

***

Record 9
# C5H15N2S

A 3-piece molecular cluster, C5H15N2S overall (ωB97M-V with the def2-TZVPD basis set, the OMol25 dataset).

Its energy is -19219.548 eV. Its spin multiplicity is 2. The calculation puts the orbital gap (alpha / beta) at 4.6 / 3.4 eV. Its net charge is +2.

CARTESIAN COORDINATES (ANGSTROEM)
H: -0.71 0.13 -1.07
H: -2.33 5.52 -0.25
H: -0.62 0.79 -2.67
C: 0.42 -1.11 0.85
H: 0.37 -0.57 2.94
H: 0.16 -2.27 2.60
H: 0.69 -1.87 -1.19
H: 0.77 -3.11 0.11
N: -0.29 0.78 -1.72
H: 3.17 -1.10 -0.73
H: -4.55 3.39 -0.84
H: -2.30 3.70 0.19
H: -0.06 1.71 -1.43
H: -1.56 -0.61 1.23
C: 1.05 -2.10 -0.19
N: -0.92 -0.93 0.49
H: 1.78 -1.55 2.56
H: -4.63 5.22 -1.21
C: -4.08 4.37 -0.81
H: 0.93 -0.15 0.61
C: 0.74 -1.38 2.32
C: -2.78 4.54 -0.29
S: 2.81 -2.25 -0.12

***

Record 10
# C5H15N3

A 2-piece molecular cluster, C5H15N3 overall (ωB97M-V with the def2-TZVPD basis set, the OMol25 dataset).

Its energy is -9897.535 eV. The SMILES is C=NCC.NCCN. The calculation puts the orbital gap at 10.2 eV. Its net charge is 0.

CARTESIAN COORDINATES (ANGSTROEM)
H: 2.11 0.68 -2.24
C: -1.37 -0.50 3.04
H: -1.54 1.28 0.65
H: -0.33 0.13 -2.40
N: 2.13 0.07 -1.43
C: -0.94 1.22 1.56
H: 3.10 -0.19 -1.33
N: -0.79 -0.15 1.96
H: 0.92 1.48 0.45
H: -0.36 -0.36 -0.72
H: -1.65 -1.61 -2.82
C: 0.41 1.90 1.31
H: 1.54 -1.90 -1.05
N: -1.02 -1.85 -2.07
H: -1.60 -2.10 -1.29
H: -1.92 0.21 3.65
H: -1.51 1.83 2.28
H: 1.59 -1.50 -2.76
H: -1.27 -1.54 3.35
H: 0.28 2.98 1.18
C: 1.31 -1.11 -1.77
H: 1.04 1.73 2.19
C: -0.14 -0.72 -1.73

***

Record 11
# C5H15N3O

C5H15N3O as an isolated structure (ωB97M-V with the def2-TZVPD basis set, the OMol25 dataset).

Its energy is -11943.299 eV. The calculation puts the orbital gap at 7.4 eV. Its net charge is 0.

CARTESIAN COORDINATES (ANGSTROEM)
H: -0.08 2.52 -1.44
H: 2.42 -0.56 -1.00
H: -1.05 3.59 -0.40
C: 0.47 -0.97 -0.55
C: -0.82 0.59 0.84
H: 0.73 0.13 2.26
N: 1.66 -0.14 -0.47
H: -0.31 -0.34 -2.38
H: 1.53 -2.86 -0.50
C: 0.76 -2.32 0.08
H: -0.61 -1.91 -2.06
N: 0.09 -1.19 -1.97
H: -0.94 -0.59 -0.21
H: -0.84 0.61 2.96
H: 1.50 0.77 -0.88
H: -0.65 -0.99 2.25
O: -1.87 0.08 0.21
C: -0.84 2.55 -0.65
H: 1.13 -2.20 1.09
C: -0.35 0.05 2.16
N: -0.42 1.84 0.54
H: -1.75 2.09 -1.02
H: -0.13 -2.95 0.11
H: 0.38 2.19 1.04

***

Record 12
# C5H15N3O2

A 2-piece molecular cluster, C5H15N3O2 overall (ωB97M-V with the def2-TZVPD basis set, the OMol25 dataset).

Its energy is -13992.736 eV. The SMILES is CC(C)(C)O.NC(N)=NO. The calculation puts the orbital gap at 8.9 eV. Its net charge is 0.

CARTESIAN COORDINATES (ANGSTROEM)
H: -1.40 -3.46 -0.19
H: -1.40 -2.78 1.43
H: -1.02 0.95 0.84
H: 1.08 -0.08 0.75
H: 0.35 -0.99 2.09
H: 0.79 4.23 -0.61
C: -0.76 -3.00 0.56
C: -0.28 -1.63 0.13
H: 0.52 -0.61 -1.58
O: -1.48 -0.75 0.21
C: 0.06 2.48 0.06
H: -0.49 -2.02 -1.99
N: 0.28 3.83 0.15
H: -1.72 -0.48 -0.69
H: -1.49 2.51 1.36
N: 0.67 1.71 -0.77
O: 1.59 2.41 -1.62
H: -0.40 4.41 0.61
C: 0.25 -1.63 -1.30
H: 2.01 1.70 -2.11
H: 0.06 -3.66 0.81
H: 1.63 -1.74 1.12
N: -0.76 1.92 1.00
H: 1.14 -2.26 -1.37
C: 0.77 -1.07 1.09

***

Record 13
# C5H15N3O2Rb

C5H15N3O2Rb as an isolated structure (ωB97M-V with the def2-TZVPD basis set, the OMol25 dataset).

Its energy is -14644.471 eV. The calculation puts the orbital gap at 9.4 eV. Its net charge is +1.

CARTESIAN COORDINATES (ANGSTROEM)
O: -16.45 -5.73 4.17
O: -16.51 -1.03 0.97
C: -16.50 -4.15 0.72
H: -18.51 -1.45 1.41
H: -15.70 0.73 0.77
H: -19.13 -3.24 2.56
C: -17.63 -1.83 0.87
C: -15.30 -5.30 4.30
Rb: -18.30 -6.90 2.26
C: -16.62 0.28 0.40
H: -15.06 -5.78 6.25
N: -18.70 -3.78 1.82
N: -14.60 -4.67 3.34
H: -18.10 -2.03 -0.10
H: -16.89 -3.00 2.53
H: -16.21 -5.11 1.17
H: -16.77 -4.41 -0.30
N: -14.60 -5.39 5.44
C: -17.36 -3.20 1.57
H: -13.60 -5.29 5.45
H: -15.51 -3.70 0.73
H: -17.37 0.86 0.95
H: -16.63 0.27 -0.69
H: -13.63 -4.59 3.56
H: -14.97 -4.44 2.44
H: -19.30 -3.73 1.00

***

Record 14
# C5H15NO

A 2-piece molecular cluster, C5H15NO overall (ωB97M-V with the def2-TZVPD basis set, the OMol25 dataset).

Its energy is -8963.349 eV. Its spin multiplicity is 2. The calculation puts the orbital gap (alpha / beta) at 2.3 / 9.7 eV. Its net charge is -1.

CARTESIAN COORDINATES (ANGSTROEM)
N: 1.32 -0.94 -1.61
H: -3.25 3.64 -2.95
H: 1.78 -0.05 3.21
C: 0.94 0.57 1.28
O: -2.39 3.39 -2.55
H: 1.75 0.26 0.55
H: 0.89 -1.10 -2.53
H: 1.08 -1.31 2.17
H: -0.58 0.95 -0.45
H: 1.18 0.06 -1.40
H: -0.92 -1.73 0.98
C: -0.49 0.35 0.47
C: -0.62 -1.11 0.12
H: 1.38 -1.84 0.21
C: 0.63 -1.76 -0.56
H: -0.16 -0.25 2.79
H: -1.23 0.73 1.20
H: 1.01 1.69 1.59
C: 0.90 -0.31 2.49
H: -1.52 -1.09 -0.72
H: -2.20 2.70 -3.23
H: 0.49 -2.84 -1.05

***

Record 15
# C5H15NO

A 2-piece molecular cluster, C5H15NO overall (ωB97M-V with the def2-TZVPD basis set, the OMol25 dataset).

Its energy is -8964.352 eV. The SMILES is CCN(C)CC.O. The calculation puts the orbital gap at 9.7 eV. Its net charge is 0.

CARTESIAN COORDINATES (ANGSTROEM)
C: -1.00 -0.59 -1.49
H: -1.61 -2.12 2.02
H: -0.33 5.73 1.53
C: 1.36 -0.66 -0.95
H: 1.47 -0.09 -1.88
H: -1.54 5.31 1.11
C: -0.22 -1.54 0.55
H: -2.38 -2.04 0.53
H: 0.02 -2.51 0.12
H: 0.39 -1.31 1.42
C: -1.63 -1.50 1.13
H: -0.94 0.26 -2.20
O: -1.04 6.11 0.98
N: 0.01 -0.42 -0.44
H: -2.00 -0.51 -1.08
H: 3.26 -0.94 0.24
C: 2.45 -0.23 0.02
H: -2.07 -0.51 1.23
H: 2.08 -0.20 1.05
H: 1.57 -1.66 -1.36
H: 2.81 0.74 -0.28
H: -0.66 -1.31 -2.25

***

Record 16
# C5H15NO

A 2-piece molecular cluster, C5H15NO overall (ωB97M-V with the def2-TZVPD basis set, the OMol25 dataset).

Its energy is -8965.145 eV. The SMILES is CCN(C)CC.O. The calculation puts the orbital gap at 8.2 eV. Its net charge is 0.

CARTESIAN COORDINATES (ANGSTROEM)
H: 1.32 -0.99 0.44
H: 0.24 -2.33 3.03
C: 1.61 0.00 0.81
N: 0.01 0.97 -0.79
H: -1.02 -1.72 3.62
C: -0.98 -1.26 -1.52
H: 0.45 -0.05 -2.56
H: 1.59 2.01 -0.02
H: -1.60 0.63 0.55
H: -0.19 -1.94 -1.20
H: 2.61 -0.08 1.24
H: -1.72 -1.20 -0.73
H: -1.71 2.15 -0.43
H: 0.88 0.22 1.59
H: 1.98 0.76 -1.22
H: -0.60 1.96 0.93
C: -1.04 1.44 0.07
C: 1.39 0.98 -0.34
C: -0.39 0.12 -1.88
H: -1.36 -1.68 -2.43
H: -1.16 0.66 -2.45
O: -0.47 -1.71 2.83

***

Record 17
# C5H15NO

A 2-piece molecular cluster, C5H15NO overall (ωB97M-V with the def2-TZVPD basis set, the OMol25 dataset).

Its energy is -8962.973 eV. The SMILES is CC(C)N(C)C.O. The calculation puts the orbital gap at 8.9 eV. Its net charge is 0.

CARTESIAN COORDINATES (ANGSTROEM)
H: 1.30 1.57 1.14
H: 0.26 1.95 -2.31
H: -0.07 -2.05 -0.75
H: -1.47 -3.70 3.98
H: -1.24 1.31 1.12
H: 1.72 -0.50 -0.80
C: 1.06 1.12 -2.23
H: 1.92 1.67 -2.67
C: -0.69 -1.18 -0.96
H: -1.74 -1.44 -0.49
H: -1.47 1.67 -0.50
C: -1.38 0.90 0.11
C: 1.10 0.51 -0.81
O: -1.51 -3.93 5.04
H: 0.75 0.39 -2.99
H: -1.07 -0.92 -1.93
H: -2.26 0.18 0.10
C: 1.68 1.63 0.07
N: -0.24 0.06 -0.19
H: 2.70 1.70 0.32
H: 1.39 2.58 -0.41
H: -0.73 -3.54 5.19

***

Record 18
# C5H15NO

A 2-piece molecular cluster, C5H15NO overall (ωB97M-V with the def2-TZVPD basis set, the OMol25 dataset).

Its energy is -8965.244 eV. The SMILES is CCCNCC.O. The calculation puts the orbital gap at 9.5 eV. Its net charge is 0.

CARTESIAN COORDINATES (ANGSTROEM)
H: -0.28 1.33 -2.05
C: -0.45 1.64 -0.01
C: -0.88 -0.89 -2.38
O: 1.42 -4.14 0.96
H: -0.33 -0.99 -3.32
H: -0.93 1.25 2.92
H: -1.51 1.45 0.21
C: 0.40 1.24 1.22
H: -0.45 -0.78 -0.29
H: 1.17 -4.85 0.35
H: 1.00 -0.93 -1.32
H: 0.46 0.17 1.29
C: 0.02 -0.48 -1.21
H: 1.44 1.47 0.95
H: -0.23 2.70 -0.07
H: -1.69 -0.17 -2.55
H: 1.62 -3.42 0.35
H: 0.78 1.62 3.23
N: 0.12 1.01 -1.17
C: -0.06 1.80 2.57
H: -0.32 2.85 2.52
H: -1.31 -1.88 -2.19

***

Record 19
# C5H15NO

A 2-piece molecular cluster, C5H15NO overall (ωB97M-V with the def2-TZVPD basis set, the OMol25 dataset).

Its energy is -8965.931 eV. The SMILES is CCC[C@@H](C)N.O. The calculation puts the orbital gap at 10.7 eV. Its net charge is 0.

CARTESIAN COORDINATES (ANGSTROEM)
O: 0.52 -1.08 -3.13
C: -1.34 2.08 0.23
H: 1.47 -1.16 -3.32
C: -0.10 -2.17 0.47
H: 0.44 -0.41 -2.42
C: -0.46 0.87 -0.06
H: -2.33 1.70 0.51
H: 1.74 -1.03 0.87
H: -1.36 2.72 -0.65
N: 0.66 1.26 -0.93
H: -0.80 0.08 2.01
H: -1.06 0.15 -0.61
H: -0.96 2.65 1.08
H: 0.97 2.19 -0.64
H: 0.77 -1.43 2.25
H: 0.66 1.00 1.74
C: 0.71 -1.09 1.23
H: 1.46 0.66 -0.74
H: 0.07 -2.12 -0.60
C: -0.01 0.26 1.26
H: 0.14 -3.17 0.83
H: -1.17 -1.98 0.59

***

Record 20
# C5H15NO

A 2-piece molecular cluster, C5H15NO overall (ωB97M-V with the def2-TZVPD basis set, the OMol25 dataset).

Its energy is -8964.204 eV. The SMILES is CC(C)N(C)C.O. The calculation puts the orbital gap at 8.9 eV. Its net charge is 0.

CARTESIAN COORDINATES (ANGSTROEM)
H: -1.90 2.03 2.94
H: -0.21 -0.73 -2.34
H: 1.68 1.09 -0.72
C: 1.52 -1.29 -0.04
H: -1.66 0.01 -2.22
H: 1.57 -2.41 -0.16
H: 1.09 1.63 0.86
H: -1.23 0.70 -0.06
H: 2.10 -0.91 -0.93
H: 0.67 2.40 -0.59
H: -0.39 -2.85 0.72
C: -0.32 0.37 -0.55
C: -0.60 0.25 -2.07
C: 0.76 1.38 -0.19
H: -0.74 1.99 1.90
O: -1.61 2.41 2.10
H: -0.05 1.02 -2.58
H: -0.47 -1.52 1.89
N: 0.08 -1.07 -0.13
H: 2.15 -0.93 0.77
C: -0.69 -1.78 0.85
H: -1.77 -1.78 0.58